{
  "formula": "C4H3ClN2O3S",
  "method": "ωB97M-V/def2-TZVPD",
  "homo_lumo_gap_ev": [7.706, 6.837],
  "homo_ev": [-9.87, -9.61],
  "molar_mass_g_mol": 194.6,
  "e_above_lowest_kj_mol": 76.93,
  "lumo_ev": [-2.2, -2.8],
  "species": ["C", "C", "C", "C", "N", "N", "O", "O", "O", "S", "Cl", "H", "H", "H"],
  "positions_angstrom": [[-1.168, 0.597, 0.454], [0.139, 0.301, 0.756], [-0.801, -1.236, -0.604], [1.639, -1.590, 0.044], [-1.667, -0.332, -0.350], [0.428, -0.949, 0.220], [2.048, -2.650, -0.349], [3.219, 1.163, 1.369], [4.904, -0.655, 1.035], [3.735, 0.071, 0.577], [4.104, 0.694, -1.512], [-1.772, 1.372, 0.873], [0.802, 0.882, 1.355], [-0.929, -2.077, -1.242]]
}



{
  "formula": "C4H4N2O2",
  "method": "ωB97M-V/def2-TZVPD",
  "homo_lumo_gap_ev": 8.378,
  "homo_ev": -8.30,
  "molar_mass_g_mol": 112.1,
  "e_above_lowest_kj_mol": 190.63,
  "lumo_ev": 0.1,
  "smiles": "O=Cc1ncc(O)[nH]1",
  "species": ["N", "C", "C", "C", "C", "O", "N", "O", "H", "H", "H", "H"],
  "positions_angstrom": [[-0.095, 0.617, 0.593], [-1.241, 0.196, 0.026], [0.778, -0.440, 0.251], [2.132, -0.144, -0.084], [-1.177, -1.217, -0.044], [-2.210, 1.012, -0.377], [0.095, -1.579, 0.018], [2.560, 0.998, -0.181], [-1.875, 1.923, -0.430], [0.228, 1.575, 0.635], [2.778, -1.031, -0.165], [-1.973, -1.911, -0.241]]
}



{
  "formula": "C5H13NO2",
  "method": "ωB97M-V/def2-TZVPD",
  "homo_lumo_gap_ev": 9.892,
  "homo_ev": -9.20,
  "molar_mass_g_mol": 119.2,
  "e_above_lowest_kj_mol": 282.23,
  "lumo_ev": 0.7,
  "smiles": "CCNCCC=O.O",
  "species": ["C", "N", "C", "C", "C", "O", "C", "H", "H", "H", "H", "H", "H", "H", "H", "H", "H", "H", "H", "H", "O"],
  "positions_angstrom": [[0.693, 1.018, 1.310], [0.539, 0.133, 0.159], [1.323, -1.124, 0.184], [1.323, -1.684, -1.232], [0.009, -1.590, -1.881], [-0.890, -2.309, -1.545], [0.264, 2.399, 0.889], [0.129, 0.601, 2.274], [1.767, 1.201, 1.527], [-0.459, -0.290, 0.142], [0.988, -1.835, 1.084], [2.391, -0.966, 0.394], [2.232, -1.063, -1.631], [1.705, -2.662, -1.246], [-0.145, -0.736, -2.679], [1.086, 2.953, 0.379], [-0.644, 2.381, 0.299], [0.081, 3.009, 1.776], [-4.142, -0.152, -0.723], [-4.114, 0.862, 0.301], [-4.136, -0.150, 0.218]]
}



{
  "formula": "C9H10N2O",
  "method": "ωB97M-V/def2-TZVPD",
  "homo_lumo_gap_ev": 6.659,
  "homo_ev": -7.97,
  "molar_mass_g_mol": 162.2,
  "e_above_lowest_kj_mol": 990.68,
  "lumo_ev": -1.3,
  "species": ["C", "C", "C", "C", "C", "C", "C", "C", "C", "N", "N", "O", "H", "H", "H", "H", "H", "H", "H", "H", "H", "H"],
  "positions_angstrom": [[-3.554, 2.330, 0.333], [-2.888, 1.194, 0.840], [-3.208, 2.956, -0.892], [-1.786, 0.524, 0.240], [-1.690, 1.297, -0.932], [0.955, -0.488, -0.086], [2.172, -2.746, -0.565], [3.160, -0.600, 0.628], [2.215, -1.236, -0.458], [-2.228, 2.258, -1.500], [-1.195, -0.408, 0.841], [-0.005, -1.197, 0.366], [-4.328, 2.789, 0.964], [-3.060, 0.824, 1.810], [-3.654, 3.742, -1.370], [2.099, -3.049, 0.564], [3.086, -3.107, -1.032], [1.278, -3.134, -1.087], [4.113, -0.554, 0.326], [3.188, -1.091, 1.718], [2.756, 0.468, 0.668], [2.575, -0.774, -1.377]]
}



{
  "formula": "C3H6ClN",
  "method": "ωB97M-V/def2-TZVPD",
  "homo_lumo_gap_ev": [8.242, 8.354],
  "homo_ev": [-7.74, -7.82],
  "molar_mass_g_mol": 91.5,
  "e_above_lowest_kj_mol": 332.29,
  "lumo_ev": [0.5, 0.5],
  "species": ["C", "C", "C", "N", "Cl", "H", "H", "H", "H", "H", "H"],
  "positions_angstrom": [[-0.833, 1.239, -0.056], [0.200, -1.450, -0.187], [0.852, -0.472, 0.578], [-0.303, 2.330, 0.072], [2.364, 0.073, -0.045], [-1.860, 0.821, -0.374], [-0.803, -1.617, 0.257], [0.559, -2.456, -0.300], [-0.039, -1.115, -1.254], [0.733, -0.464, 1.627], [-0.869, 3.112, -0.318]]
}



{
  "formula": "C27H32Br60FI3NO",
  "method": "ωB97M-V/def2-TZVPD",
  "total_charge": 1,
  "homo_lumo_gap_ev": 7.902,
  "homo_ev": -11.11,
  "molar_mass_g_mol": 5580.5,
  "lumo_ev": -3.2,
  "species": ["C", "C", "I", "C", "I", "C", "C", "C", "F", "N", "O", "C", "I", "H", "H", "H", "H", "H", "H", "H", "H", "H", "H", "H", "H", "C", "Br", "Br", "Br", "H", "C", "Br", "Br", "Br", "H", "C", "Br", "Br", "Br", "H", "C", "Br", "Br", "Br", "H", "C", "Br", "Br", "Br", "H", "C", "Br", "Br", "Br", "H", "C", "Br", "Br", "Br", "H", "C", "Br", "Br", "Br", "H", "C", "Br", "Br", "Br", "H", "C", "Br", "Br", "Br", "H", "C", "Br", "Br", "Br", "H", "C", "Br", "Br", "Br", "H", "C", "Br", "Br", "Br", "H", "C", "Br", "Br", "Br", "H", "C", "Br", "Br", "Br", "H", "C", "Br", "Br", "Br", "H", "C", "Br", "Br", "Br", "H", "C", "Br", "Br", "Br", "H", "C", "Br", "Br", "Br", "H", "C", "Br", "Br", "Br", "H"],
  "positions_angstrom": [[-1.643, -1.082, -3.215], [-1.024, -0.477, -4.491], [-2.592, 0.225, -5.746], [-0.062, -1.523, -5.099], [0.314, -1.462, -7.206], [1.241, -1.523, -4.290], [1.883, -2.892, -3.981], [3.222, -2.542, -3.362], [3.280, -2.642, -2.020], [3.399, -1.055, -3.675], [4.751, -0.783, -3.896], [2.473, -0.763, -4.827], [2.385, 1.300, -5.175], [-2.578, -0.597, -2.947], [-0.968, -0.967, -2.362], [-1.842, -2.150, -3.340], [-0.437, 0.394, -4.200], [-0.530, -2.499, -4.961], [1.035, -1.045, -3.322], [1.208, -3.434, -3.320], [1.978, -3.456, -4.907], [4.049, -3.038, -3.869], [3.077, -0.547, -2.844], [4.921, 0.115, -3.583], [2.884, -1.341, -5.656], [-1.065, 0.283, -10.628], [-2.669, 0.014, -11.643], [0.313, -0.958, -11.156], [-0.469, 2.109, -10.728], [-1.301, 0.079, -9.593], [0.677, 5.267, -6.040], [-0.078, 4.254, -7.485], [-0.008, 4.687, -4.339], [2.602, 5.207, -6.077], [0.390, 6.300, -6.170], [-2.594, 2.282, -1.842], [-2.240, 4.073, -1.257], [-2.328, 1.013, -0.419], [-4.334, 2.134, -2.646], [-1.869, 2.050, -2.610], [-1.811, -5.761, -5.948], [-2.846, -4.150, -5.839], [-1.822, -6.514, -7.707], [-0.012, -5.450, -5.338], [-2.256, -6.484, -5.277], [0.764, 3.641, 1.392], [1.702, 3.241, 3.017], [0.440, 5.518, 1.197], [1.668, 2.911, -0.154], [-0.199, 3.153, 1.445], [-2.685, 7.072, 3.778], [-3.791, 8.620, 4.020], [-2.993, 6.247, 2.063], [-0.825, 7.474, 4.064], [-2.975, 6.349, 4.528], [5.807, -3.272, 0.212], [4.878, -2.261, 1.557], [7.667, -2.794, 0.123], [5.563, -5.162, 0.442], [5.372, -3.010, -0.739], [-4.528, 4.312, 7.039], [-3.647, 4.007, 8.722], [-4.926, 6.180, 6.809], [-3.510, 3.620, 5.560], [-5.467, 3.777, 7.057], [-2.537, -6.535, -1.692], [-4.042, -6.336, -2.865], [-1.456, -8.049, -2.184], [-1.506, -4.906, -1.593], [-2.916, -6.721, -0.698], [-6.375, -0.872, -1.421], [-4.720, -1.816, -1.160], [-7.327, -1.516, -2.962], [-7.458, -0.909, 0.162], [-6.118, 0.159, -1.612], [-8.950, -0.595, 4.219], [-9.799, -1.500, 2.753], [-9.615, -1.218, 5.910], [-7.034, -0.726, 4.118], [-9.202, 0.453, 4.139], [-9.860, 1.673, -0.544], [-8.579, 2.776, -1.463], [-9.802, 1.967, 1.355], [-11.632, 1.898, -1.242], [-9.569, 0.646, -0.712], [11.326, -1.340, 0.830], [12.144, -1.640, 2.539], [10.903, 0.515, 0.552], [12.405, -2.037, -0.601], [10.395, -1.884, 0.822], [14.047, 1.129, -2.118], [13.044, 2.765, -2.005], [14.035, 0.410, -3.901], [15.834, 1.346, -1.451], [13.551, 0.410, -1.482], [-6.232, 1.199, 9.416], [-4.582, 0.237, 9.612], [-7.250, 0.551, 7.917], [-7.257, 1.180, 11.038], [-5.970, 2.227, 9.214], [1.924, -9.117, -6.194], [3.506, -10.117, -5.766], [0.961, -9.893, -7.661], [0.791, -8.885, -4.654], [2.240, -8.131, -6.503], [0.259, 7.821, 8.149], [-1.370, 6.800, 8.057], [1.700, 6.916, 7.251], [0.023, 9.607, 7.482], [0.528, 7.899, 9.191], [-4.227, 8.295, 9.961], [-5.998, 8.878, 9.484], [-2.971, 9.745, 9.884], [-4.203, 7.422, 11.672], [-3.921, 7.563, 9.226], [-4.422, -2.937, 12.063], [-3.762, -4.565, 12.842], [-6.219, -3.141, 11.415], [-4.271, -1.459, 13.283], [-3.799, -2.714, 11.211], [14.109, -5.951, -0.113], [15.184, -4.604, -0.969], [14.279, -5.878, 1.798], [12.265, -5.860, -0.659], [14.486, -6.909, -0.437]]
}



{
  "formula": "C19H23NO",
  "method": "ωB97M-V/def2-TZVPD",
  "homo_lumo_gap_ev": 9.711,
  "homo_ev": -8.87,
  "molar_mass_g_mol": 281.4,
  "e_above_lowest_kj_mol": 187.48,
  "lumo_ev": 0.8,
  "smiles": "CC(C)=NC[C@H](C)C(O)(c1ccccc1)c1ccccc1",
  "species": ["N", "O", "C", "C", "C", "C", "C", "C", "C", "C", "C", "C", "C", "C", "C", "C", "C", "C", "C", "C", "C", "H", "H", "H", "H", "H", "H", "H", "H", "H", "H", "H", "H", "H", "H", "H", "H", "H", "H", "H", "H", "H", "H", "H"],
  "positions_angstrom": [[2.035, -0.790, 2.947], [-0.278, -1.087, -0.345], [1.809, -1.255, 4.134], [1.387, 0.668, -4.552], [-2.647, 3.398, 0.572], [0.042, 0.602, -4.168], [2.365, 0.570, -3.594], [-1.474, 3.715, -0.103], [-2.905, 2.077, 0.913], [-0.275, 0.471, -2.833], [2.025, 0.460, -2.234], [-0.534, 2.715, -0.428], [-1.986, 1.066, 0.580], [0.703, 0.410, -1.789], [-0.742, 1.357, -0.017], [0.429, -1.296, 4.745], [2.978, -1.753, 4.952], [2.122, 1.582, 1.051], [0.931, -0.304, 2.111], [0.295, 0.236, -0.322], [1.455, 0.251, 0.758], [0.291, -1.678, -0.877], [1.622, 0.779, -5.630], [-3.315, 4.200, 0.826], [-0.720, 0.689, -4.925], [3.438, 0.583, -3.859], [-1.341, 4.742, -0.388], [-3.788, 1.817, 1.482], [-1.346, 0.432, -2.602], [2.828, 0.391, -1.492], [0.336, 3.004, -0.955], [-2.236, 0.061, 0.873], [-0.279, -1.786, 4.081], [0.061, -0.295, 4.913], [0.479, -1.772, 5.690], [2.764, -2.741, 5.444], [3.208, -1.036, 5.719], [3.869, -1.820, 4.307], [1.470, 2.316, 1.506], [2.469, 1.998, 0.164], [2.974, 1.479, 1.703], [0.315, 0.423, 2.629], [0.278, -1.140, 1.934], [2.173, -0.455, 0.366]]
}



{
  "formula": "C25H27BClN7O4S4Zr",
  "method": "ωB97M-V/def2-TZVPD",
  "homo_lumo_gap_ev": 6.959,
  "homo_ev": -7.75,
  "molar_mass_g_mol": 755.3,
  "e_above_lowest_kj_mol": 0.00,
  "lumo_ev": -0.8,
  "species": ["Zr", "C", "S", "C", "S", "N", "N", "C", "C", "C", "C", "C", "C", "N", "H", "H", "H", "H", "H", "H", "H", "H", "C", "N", "C", "C", "N", "B", "N", "C", "C", "N", "C", "C", "S", "C", "S", "H", "H", "H", "H", "H", "H", "H", "H", "H", "H", "H", "H", "O", "C", "O", "C", "C", "C", "C", "O", "C", "O", "C", "C", "H", "H", "H", "H", "H", "Cl", "C", "H", "H"],
  "positions_angstrom": [[0.543, 0.297, -0.269], [3.101, 5.089, 0.224], [3.507, 4.208, -1.289], [2.316, 2.927, -1.328], [0.989, 2.887, -0.231], [2.540, 2.061, -2.272], [1.588, 1.064, -2.280], [1.337, 0.557, -3.421], [0.333, -0.496, -3.535], [-0.008, -1.044, -4.762], [-0.995, -2.012, -4.809], [-1.608, -2.393, -3.629], [-1.206, -1.796, -2.442], [-0.252, -0.872, -2.390], [3.863, 5.862, 0.313], [3.148, 4.425, 1.083], [2.119, 5.551, 0.165], [1.844, 0.935, -4.305], [0.494, -0.705, -5.658], [-1.282, -2.459, -5.752], [-2.387, -3.142, -3.612], [-1.656, -2.077, -1.500], [4.871, -0.919, -1.145], [4.308, -1.800, -0.143], [5.033, -2.509, 0.797], [4.143, -3.271, 1.464], [2.887, -3.046, 0.936], [1.605, -3.837, 1.365], [0.835, -3.022, 2.466], [1.163, -3.069, 3.801], [0.388, -2.182, 4.463], [-0.430, -1.601, 3.523], [-1.404, -0.552, 3.780], [-0.136, -2.118, 2.308], [-0.962, -1.641, 0.871], [3.005, -2.130, -0.037], [1.753, 0.201, 1.992], [5.098, -1.470, -2.059], [5.786, -0.478, -0.754], [4.176, -0.113, -1.368], [6.096, -2.393, 0.902], [4.291, -3.972, 2.266], [0.887, -4.016, 0.420], [1.981, -4.860, 1.887], [1.925, -3.734, 4.165], [0.335, -1.917, 5.504], [-1.516, -0.457, 4.857], [-2.359, -0.815, 3.331], [-1.066, 0.390, 3.350], [-1.524, 0.808, -0.838], [-1.851, 1.371, 0.275], [-0.987, 1.443, 1.175], [-3.221, 1.896, 0.451], [-3.568, 2.500, 1.652], [-4.850, 3.010, 1.861], [-5.736, 2.889, 0.820], [-7.046, 3.275, 0.777], [-7.429, 3.131, -0.591], [-6.482, 2.270, -1.212], [-5.390, 2.287, -0.380], [-4.143, 1.775, -0.601], [-2.814, 2.576, 2.423], [-5.136, 3.480, 2.791], [-7.407, 4.113, -1.077], [-8.420, 2.686, -0.645], [-3.864, 1.297, -1.529], [3.414, 0.993, 1.061], [1.943, -1.590, -0.863], [1.164, -2.348, -0.927], [2.328, -1.400, -1.866]]
}